96
Properties=species:S:1:pos:R:3:mulliken_charge:R:1 method="wB97M-V/def2-TZVPD" max_force_ha_per_bohr=0.0360 energy_ha=-3984.41034 homo_lumo_gap_ha=0.22844 relative_energy_kcal_mol=4.1
Ti -0.03020 -0.17884 0.51718 -0.91
O 3.07873 -2.69059 0.85563 -0.70
C 2.80989 -1.51259 0.79162 -0.11
O 1.74482 -0.92926 0.41002 0.36
C 3.89133 -0.47316 1.11283 1.12
C 5.26448 -0.73076 1.03275 -1.14
C 6.14026 0.29217 1.27716 -0.54
C 5.67493 1.58544 1.61239 0.95
C 6.52789 2.68800 1.85969 -0.90
C 5.99655 3.90582 2.17023 -0.67
C 4.59561 4.08375 2.25070 -0.73
C 3.73946 3.04384 2.02789 -0.65
C 4.28641 1.78734 1.70468 0.88
N 3.46449 0.73069 1.44768 0.82
H 5.58074 -1.72944 0.77593 0.55
H 7.20753 0.12495 1.21095 0.46
H 7.59842 2.54702 1.79435 0.42
H 6.64894 4.74776 2.35421 0.40
H 4.19437 5.06013 2.48501 0.48
H 2.66506 3.16592 2.07002 0.54
C -1.00451 1.28754 5.06295 -1.79
C -1.32957 0.29703 3.95476 1.49
O -2.09237 -0.80900 4.44512 -0.65
P 0.17299 -0.44470 3.24512 -0.46
O 1.00582 -1.06905 4.45755 -0.54
O 0.97247 0.66003 2.60011 -0.61
O -0.22651 -1.49855 2.23567 -0.44
P -2.20673 1.17488 2.55329 1.05
O -3.67301 0.51191 2.57885 -0.79
O -2.28736 2.61993 2.77432 -0.76
O -1.54525 0.66366 1.24045 0.89
H -0.50085 0.77163 5.88089 0.37
H -1.92118 1.75023 5.43120 0.50
H -0.36656 2.08405 4.68609 0.27
H -2.95261 -0.47115 4.72810 0.46
H 0.61298 -1.88908 4.76884 0.40
H 2.44624 0.84013 1.59649 -0.87
H -3.65872 -0.41057 2.30127 0.41
C 0.74808 5.66081 0.50051 -0.74
C 0.14659 4.70192 1.34371 -0.54
C 0.15828 3.37959 1.00364 -0.43
C 0.76324 2.91588 -0.19326 0.89
C 0.79991 1.52461 -0.53657 0.99
C 1.47253 1.19833 -1.69346 0.39
C 2.06539 2.15647 -2.54502 -1.13
C 2.00589 3.48154 -2.22891 -1.03
C 1.36686 3.89015 -1.03455 1.21
C 1.34093 5.25833 -0.66116 -0.97
H 0.72665 6.70920 0.76995 0.43
H -0.34621 5.01069 2.25601 0.49
H -0.30780 2.66671 1.66491 0.05
H 1.57609 0.15396 -1.96387 -0.06
H 2.56816 1.83014 -3.44732 0.46
H 2.44813 4.23225 -2.87250 0.37
H 1.80192 5.98133 -1.32346 0.40
C -3.31420 -2.35785 0.53769 -2.33
C -2.51489 -3.14003 -0.51405 2.44
C -3.42377 -4.19681 -1.14692 -2.03
C -1.37371 -3.85911 0.23189 -1.82
P -1.79269 -1.86514 -1.70050 -1.11
N -0.71837 -0.98459 -0.94536 0.97
C -3.14032 -0.73262 -2.37431 2.47
C -4.40718 -1.44344 -2.85671 -2.11
C -2.54200 0.07096 -3.53942 -1.94
C -3.51809 0.31203 -1.31204 -1.45
C -0.95175 -2.77380 -3.11576 2.31
C -0.07275 -3.87354 -2.49892 -1.94
C 0.00736 -1.81429 -3.83842 -1.88
C -1.89523 -3.41355 -4.13807 -1.94
H -3.56023 -3.03462 1.35795 0.67
H -4.24509 -1.95515 0.14514 0.38
H -2.70523 -1.54278 0.93247 0.19
H -3.83057 -4.81470 -0.34214 0.53
H -2.87653 -4.86107 -1.81264 0.34
H -4.26534 -3.77394 -1.69356 0.30
H -1.74549 -4.17973 1.20589 0.56
H -0.51214 -3.22046 0.41791 0.11
H -1.03921 -4.74719 -0.30012 0.43
H -4.20927 -2.21186 -3.60132 0.28
H -5.05827 -0.69816 -3.31989 0.53
H -4.96689 -1.89152 -2.03861 0.33
H -2.38476 -0.52903 -4.43181 0.29
H -1.60291 0.54613 -3.25374 0.24
H -3.24859 0.86166 -3.79879 0.64
H -4.14140 -0.08839 -0.51768 0.30
H -4.08952 1.10114 -1.80507 0.59
H -2.63748 0.76734 -0.86238 -0.16
H 0.55291 -3.48961 -1.69265 0.21
H 0.58470 -4.26001 -3.27987 0.71
H -0.65753 -4.71109 -2.12511 0.22
H 0.54310 -1.19169 -3.12649 0.38
H -0.49503 -1.16833 -4.55198 0.31
H 0.73831 -2.40870 -4.38933 0.57
H -2.62518 -4.08243 -3.68513 0.30
H -1.29391 -4.00786 -4.83057 0.52
H -2.43046 -2.67520 -4.73023 0.27



100
Properties=species:S:1:pos:R:3:mulliken_charge:R:1 method="wB97M-V/def2-TZVPD" max_force_ha_per_bohr=0.1479 energy_ha=-7985.88082 homo_lumo_gap_ha=0.32417 relative_energy_kcal_mol=101.1
Cl 8.02252 10.23326 -13.42185 -0.17
C 8.35160 8.65690 -14.20767 -0.51
C 9.76549 8.62574 -14.74245 1.02
Cl 10.10015 7.07069 -15.56945 -0.17
H 7.60271 8.56262 -14.98839 0.42
H 8.21851 7.85051 -13.49126 0.33
H 10.48708 8.68243 -13.93198 -0.48
H 9.99605 9.38862 -15.48025 -0.41
Cl 14.31242 4.70099 -18.31092 -0.19
C 14.65028 6.20997 -17.43092 1.55
C 15.97709 6.81351 -17.76593 -0.26
Cl 17.27282 5.96310 -16.83933 -0.20
H 14.54278 5.91118 -16.39321 -0.82
H 13.88114 6.94603 -17.66364 -0.68
H 15.95390 7.87366 -17.52197 0.16
H 16.25649 6.73786 -18.81317 0.44
Cl 10.29844 10.93201 -8.00205 -0.20
C 10.78973 10.05996 -9.45703 0.38
C 10.00074 10.52905 -10.68222 -0.02
Cl 10.60908 12.13334 -11.17254 -0.11
H 10.59803 8.99203 -9.34764 0.36
H 11.85289 10.20009 -9.62174 -0.46
H 8.93186 10.60128 -10.50868 0.54
H 10.16337 9.84819 -11.51444 -0.47
Cl 15.83616 9.73917 -15.36734 -0.08
C 15.48930 10.21960 -13.70271 0.36
C 16.24399 11.40330 -13.21544 1.66
Cl 16.08221 12.80655 -14.34094 -0.32
H 15.72838 9.34998 -13.08840 0.79
H 14.40949 10.35255 -13.64705 -1.62
H 17.28680 11.15373 -13.03639 0.66
H 15.79571 11.79266 -12.31745 -0.96
Cl 16.93026 7.44585 -7.72358 -0.21
C 15.43382 8.42814 -7.66537 0.36
C 15.36829 9.29289 -6.41945 -0.49
Cl 13.92828 10.35621 -6.50153 -0.15
H 14.61001 7.71967 -7.72286 0.18
H 15.37777 8.98086 -8.60221 -0.37
H 16.22376 9.93814 -6.24778 0.33
H 15.26023 8.66376 -5.53890 0.36
Cl 12.35847 8.97685 -17.38509 -0.08
C 11.30782 8.22959 -18.60649 -0.79
C 10.03600 9.02280 -18.85770 -0.22
Cl 9.12495 8.23116 -20.14044 -0.20
H 11.07680 7.20654 -18.32554 0.35
H 11.84361 8.25323 -19.55445 0.51
H 10.29233 10.03289 -19.17667 0.36
H 9.41882 9.13397 -17.96649 0.07
Cl 12.65920 4.58985 -14.77954 -0.01
C 13.49250 3.06087 -15.12934 -0.79
C 14.99630 3.16730 -14.89388 0.60
Cl 15.80437 1.68524 -15.42699 -0.23
H 13.24008 2.65364 -16.10139 0.42
H 13.17782 2.31245 -14.39307 0.37
H 15.31176 3.41506 -13.88782 0.03
H 15.35681 3.94686 -15.57344 -0.33
N 15.70721 3.23403 -10.12544 -0.62
C 14.78060 3.05134 -11.08529 -0.44
C 13.59549 3.74713 -11.08093 -0.12
C 13.32358 4.64773 -10.05770 -0.32
C 14.24099 4.77690 -9.02553 -0.33
C 15.43908 4.04113 -9.11906 -0.32
H 15.08052 2.30991 -11.81453 0.54
H 12.89271 3.55604 -11.88460 0.34
H 12.40217 5.21456 -10.02866 0.43
H 14.04055 5.42526 -8.18470 0.47
H 16.17322 4.23141 -8.34440 0.38
N 15.87703 12.95728 -11.37758 -0.32
C 15.35618 11.80431 -10.91807 -0.92
C 14.47446 11.70965 -9.85522 0.48
C 14.15740 12.89940 -9.19460 -0.60
C 14.68910 14.09726 -9.65017 -0.63
C 15.55537 14.06352 -10.72214 -0.54
H 15.62015 10.89801 -11.45152 0.64
H 14.12166 10.75506 -9.49792 -0.05
H 13.47044 12.94499 -8.35899 0.41
H 14.44708 15.03712 -9.17466 0.44
H 16.09243 14.94028 -11.06973 0.40
N 13.51439 8.89846 -11.33161 0.33
C 13.01624 9.52641 -12.40966 -0.43
C 13.12221 9.03006 -13.69884 0.47
C 13.74505 7.79717 -13.86977 0.50
C 14.39296 7.21721 -12.79802 -0.86
C 14.20976 7.78449 -11.53538 -1.03
H 12.53018 10.48343 -12.24144 0.58
H 12.78929 9.64176 -14.52818 -0.55
H 13.83656 7.30029 -14.82646 0.16
H 15.03464 6.35699 -12.93344 0.62
H 14.68214 7.35718 -10.65777 0.41
N 12.93031 11.55399 -15.25604 -0.20
C 11.60886 11.74407 -15.34665 0.05
C 10.94817 12.83836 -14.82529 -0.65
C 11.66341 13.77180 -14.07010 -0.86
C 13.02578 13.56724 -13.95573 -0.63
C 13.61311 12.43324 -14.53383 -0.80
H 11.05747 11.01559 -15.93125 0.36
H 9.86870 12.90194 -14.87665 0.40
H 11.25123 14.67294 -13.63884 0.42
H 13.64633 14.28777 -13.44050 0.42
H 14.68347 12.28182 -14.48898 1.36



94
Properties=species:S:1:pos:R:3:mulliken_spin:R:1 method="wB97M-V/def2-TZVPD" spin_multiplicity=2 max_force_ha_per_bohr=0.0924 energy_ha=-4877.15027 homo_lumo_gap_ha="0.28988 / 0.21942" total_charge=+1 s2=0.75 relative_energy_kcal_mol=47.4
Ba 11.61180 9.94909 12.07136 0.14
O 12.38701 11.02426 9.75435 -0.01
C 12.64002 12.22090 10.16465 0.00
N 11.63693 13.07634 10.40940 0.00
C 10.38884 12.98609 9.76740 0.00
C 9.36143 12.70177 10.88114 0.00
C 8.38700 13.65684 11.00051 0.00
C 7.45923 13.53000 12.00109 0.00
C 7.38624 12.39672 12.81051 -0.01
C 8.27094 11.38529 12.47097 0.00
N 9.34070 11.57429 11.63380 0.00
C 14.00002 12.46060 10.66056 0.00
C 14.91172 13.44158 10.19110 0.00
C 16.23525 13.33830 10.56959 0.00
C 16.60587 12.45895 11.62324 0.00
C 15.70177 11.45755 11.91080 0.01
N 14.44935 11.49814 11.48771 -0.02
H 10.28860 12.17065 8.95914 0.00
H 10.05099 13.99355 9.39693 0.00
H 8.33311 14.51127 10.32540 0.00
H 6.72153 14.30909 12.12383 0.00
H 6.46696 12.31222 13.41751 0.00
H 8.20571 10.36762 12.91054 0.00
H 14.53176 14.11772 9.45298 0.00
H 16.93524 14.02568 10.11544 0.00
H 17.59330 12.28342 12.01908 0.00
H 15.92765 10.58188 12.57008 0.00
C 13.63035 10.04095 18.59059 0.02
Si 13.69166 9.78308 16.73679 0.03
C 13.83546 7.98567 16.29922 -0.01
C 15.25526 10.58403 15.93694 -0.03
Ge 11.81902 10.65674 15.48410 0.77
Si 9.73751 9.69135 16.39665 -0.02
C 8.21972 10.75870 16.10915 0.00
C 10.15078 9.65185 18.19076 0.04
C 9.27687 7.84317 16.05619 -0.01
Si 11.77237 13.03662 15.85731 -0.02
C 11.17828 13.84827 14.27245 -0.01
C 13.41165 13.71640 16.23646 0.00
C 10.52221 13.48227 17.17936 0.04
H 14.74466 10.06620 18.90285 0.00
H 13.26122 9.22532 19.10797 0.00
H 13.20351 10.94932 19.09198 0.00
H 13.89735 7.94872 15.21480 0.02
H 12.93859 7.40664 16.59808 0.00
H 14.81330 7.57650 16.67639 0.00
H 15.25130 11.65354 16.18245 0.00
H 15.12828 10.45067 14.84259 0.04
H 16.20585 10.10288 16.26683 0.00
H 7.28711 10.10482 16.09038 0.00
H 8.23763 11.41880 15.20597 0.01
H 8.21018 11.48741 17.00394 0.00
H 10.80090 10.46836 18.63579 0.00
H 10.72072 8.74000 18.44191 0.00
H 9.21937 9.55755 18.82443 0.00
H 8.47530 7.45648 16.69575 0.00
H 10.19530 7.21403 16.33372 0.00
H 9.01822 7.70310 14.98061 0.00
H 11.95361 14.45678 13.81737 0.00
H 10.25044 14.46099 14.46143 0.01
H 10.84326 13.24525 13.44466 0.01
H 13.53818 13.97220 17.30053 0.00
H 13.50178 14.64361 15.62137 0.00
H 14.27718 13.09301 15.86643 0.00
H 9.99126 14.40845 16.94136 0.01
H 10.95062 13.66128 18.18763 0.00
H 9.71446 12.76544 17.39115 -0.01
C 10.79520 5.02455 10.98973 0.00
P 10.87231 6.85045 11.16275 0.00
C 10.22690 7.55172 9.56981 -0.01
C 8.95716 7.03808 9.13710 0.00
C 8.38711 7.64104 8.02306 0.00
C 9.07176 8.56867 7.23616 0.00
C 10.37864 8.89021 7.54639 0.00
C 10.87509 8.50812 8.80956 0.01
C 12.69502 7.11596 10.96714 -0.01
C 13.34810 6.71591 9.72964 0.00
C 14.68690 6.99173 9.60348 0.00
C 15.44707 7.48872 10.67549 0.00
C 14.80792 7.79060 11.86591 -0.01
C 13.45426 7.41563 12.10394 0.01
H 11.70266 4.49384 10.62395 0.00
H 9.95183 4.77568 10.34785 0.00
H 10.41313 4.59912 11.97402 0.00
H 8.43451 6.34787 9.76076 0.00
H 7.40910 7.31129 7.71066 0.00
H 8.64413 8.79252 6.25599 0.00
H 10.96081 9.46014 6.78354 0.00
H 11.88333 8.95346 9.07576 0.00
H 12.77491 6.38216 8.84744 0.00
H 15.20157 6.71936 8.69132 0.00
H 16.46314 7.74434 10.59723 0.00
H 15.47313 8.27552 12.63561 0.00
H 13.02161 7.43111 13.10989 0.00



116
Properties=species:S:1:pos:R:3:mulliken_charge:R:1 method="wB97M-V/def2-TZVPD" max_force_ha_per_bohr=0.0413 energy_ha=-7277.74510 smiles="CC(C)=Nc1c([PH2]=S)cc([C@@H](Cl)[C@@H](C)Cl)c2c1N(C(F)(F)C(F)(F)F)c1c(CC(=O)I)cc(OC[C@H](C)O)c(P(O)(O)=S)c1S2.CCOS(C)(=O)=O.CCOS(C)(=O)=O.CCOS(C)(=O)=O" homo_lumo_gap_ha=0.30966
C 2.67821 -0.96688 2.62259 -1.06
C 3.74981 -0.93506 1.57539 0.60
C 5.09343 -1.48994 1.96593 -1.41
N 3.57423 -0.52388 0.37783 -0.11
C 2.76745 0.61943 0.15233 -0.52
C 3.21697 1.87663 0.52938 1.02
P 4.78905 2.17027 1.37573 0.35
S 5.07589 4.02522 1.91434 -0.43
C 2.41193 2.98008 0.26866 -0.83
C 1.16736 2.87470 -0.33880 0.21
C 0.38297 4.14710 -0.50620 -1.16
Cl -0.20000 4.32427 -2.20122 -0.16
C -0.71035 4.40377 0.57354 0.37
C -1.91549 5.19397 0.09629 -1.23
Cl -1.31404 2.91622 1.37479 -0.11
C 0.74164 1.59460 -0.71795 1.91
C 1.52723 0.47045 -0.48352 -2.60
N 1.10519 -0.84830 -0.83554 1.32
C 1.62290 -1.35850 -2.08327 1.16
F 2.50403 -2.35985 -1.83975 -0.22
F 0.61056 -1.92353 -2.77906 -0.33
C 2.30126 -0.36678 -3.06922 0.25
F 3.46563 0.08411 -2.62774 -0.18
F 2.57353 -1.08194 -4.17806 -0.31
F 1.51288 0.61704 -3.43948 -0.23
C -0.27931 -1.12143 -0.56466 -1.02
C -0.59009 -2.35427 0.02356 0.70
C 0.52488 -3.33393 0.32895 0.49
C 0.00483 -4.52591 1.08041 -0.21
O -0.44557 -5.49043 0.58720 -0.45
I 0.05095 -4.37337 3.24435 -0.01
C -1.91079 -2.61675 0.33045 -0.89
C -2.93513 -1.71528 0.07530 0.17
O -4.20890 -2.00463 0.44503 -0.40
C -4.84633 -3.02758 -0.34765 -0.71
C -6.33135 -2.90476 -0.07101 0.38
C -6.64617 -3.17610 1.41933 -1.23
O -7.06316 -3.73778 -0.95345 -0.59
C -2.64600 -0.47752 -0.52002 0.11
P -4.04931 0.65059 -0.78645 0.70
O -3.66435 1.81560 -1.82912 -0.38
O -5.15843 -0.23486 -1.57515 -0.52
S -4.67976 1.38202 0.85586 -0.43
C -1.29959 -0.20965 -0.82087 0.55
S -0.82586 1.35760 -1.53121 -0.21
H 2.98869 -0.51087 3.56209 0.49
H 1.74436 -0.53147 2.27326 0.14
H 2.47601 -2.02021 2.83544 0.26
H 5.43906 -0.97693 2.86223 0.35
H 5.78013 -1.29028 1.14844 0.31
H 5.06364 -2.55915 2.17813 0.39
H 5.82879 1.65808 0.58301 0.12
H 4.71263 1.39754 2.54504 0.01
H 2.75865 3.96391 0.55935 0.28
H 1.09048 4.96113 -0.38475 0.48
H -0.21554 4.97423 1.35516 0.39
H -1.61854 6.11286 -0.40576 0.18
H -2.48404 5.49154 0.97717 0.44
H -2.57054 4.58145 -0.51660 0.29
H 1.28659 -2.81651 0.90446 -0.12
H 0.95375 -3.69311 -0.60442 0.23
H -2.18313 -3.54440 0.81566 0.54
H -4.47376 -3.99966 -0.01213 0.50
H -4.63339 -2.84114 -1.39971 0.30
H -6.63851 -1.88292 -0.27002 0.23
H -5.76379 -3.57269 1.91974 0.24
H -7.47168 -3.88020 1.47911 0.43
H -6.89294 -2.23619 1.90340 0.28
H -6.95596 -4.65312 -0.67508 0.35
H -3.95435 1.62653 -2.73078 0.27
H -4.81978 -0.40051 -2.46813 0.35
O -1.04243 7.99824 -1.48013 -0.55
S -1.34072 9.32961 -1.91657 1.13
O -2.44501 9.57679 -2.78866 -0.62
O -0.02431 9.96523 -2.53778 -0.29
C 0.63579 9.24390 -3.60153 -0.27
C -0.09996 9.34983 -4.92209 -1.01
C -1.46701 10.39547 -0.52260 -1.00
H 0.77746 8.20251 -3.30723 0.26
H 1.62236 9.69427 -3.68901 0.28
H -1.06551 8.84818 -4.88070 0.29
H 0.48850 8.88796 -5.71513 0.39
H -0.28398 10.39361 -5.17629 0.28
H -0.61409 10.22874 0.12929 0.31
H -2.39274 10.14212 -0.01053 0.37
H -1.50095 11.42381 -0.87165 0.35
O -2.93316 -4.68006 4.92157 -0.64
S -3.89270 -5.73172 4.77766 1.26
O -5.02650 -5.56725 3.92097 -0.56
O -4.38638 -6.17667 6.22158 -0.30
C -4.92055 -5.15833 7.09502 -0.34
C -6.31590 -4.72101 6.69656 -0.92
C -3.06879 -7.22660 4.35158 -0.98
H -4.23427 -4.31095 7.13493 0.31
H -4.94106 -5.60723 8.08600 0.29
H -6.31291 -4.20877 5.73563 0.24
H -6.72080 -4.03790 7.44351 0.39
H -6.97690 -5.58294 6.60612 0.26
H -2.22286 -7.36677 5.01860 0.32
H -2.72795 -7.12140 3.32342 0.36
H -3.77430 -8.04927 4.43115 0.34
O 7.80994 -2.19568 -5.19140 -0.64
S 8.05729 -2.83580 -3.93623 1.20
O 8.09040 -4.26210 -3.84040 -0.62
O 7.03932 -2.26220 -2.85936 -0.23
C 5.62613 -2.32899 -3.15982 0.09
C 5.06562 -3.72828 -3.01745 -1.05
C 9.52598 -2.18314 -3.21840 -0.95
H 5.44198 -1.92559 -4.15681 0.32
H 5.14552 -1.66409 -2.44710 -0.16
H 5.48394 -4.40373 -3.76258 0.43
H 3.98499 -3.71805 -3.14182 0.30
H 5.30685 -4.13707 -2.03540 0.27
H 9.48973 -1.09841 -3.26409 0.31
H 10.36193 -2.56071 -3.80293 0.38
H 9.59841 -2.53227 -2.19203 0.31